Molecular formula: C56H81Br2N7O2PS2SeTi
Method: DFT, the ωB97M-V functional and the def2-TZVPD basis

```
! wB97M-V def2-TZVPD RIJCOSX def2/J DEFGRID3
* xyz -1 3
Ti 0.570 0.991 -1.014
C -1.182 -3.301 4.732
C -2.430 -2.579 4.200
C -2.889 -1.541 5.236
C -3.540 -3.617 4.030
C -2.101 -1.872 2.885
C -1.040 -0.973 2.819
C -0.748 -0.318 1.642
Se 0.628 1.055 1.669
C -0.660 2.481 1.704
C -1.175 2.938 2.893
C -2.247 3.828 2.883
C -2.760 4.170 1.641
C -2.260 3.723 0.412
C -1.132 2.889 0.441
O -0.464 2.455 -0.621
C -3.023 4.162 -0.851
C -3.036 5.695 -0.956
C -2.448 3.601 -2.152
C -4.475 3.662 -0.744
C -2.827 4.341 4.202
C -3.328 3.152 5.037
C -3.998 5.298 3.980
C -1.735 5.087 4.984
C -1.486 -0.506 0.449
O -1.130 0.091 -0.659
C -2.629 -1.333 0.534
C -2.874 -1.998 1.736
C -3.743 -1.381 -0.542
C -3.384 -0.777 -1.909
C -4.926 -0.567 0.011
C -4.226 -2.816 -0.789
H -1.425 -3.862 5.640
H -0.385 -2.595 4.980
H -0.794 -4.000 3.985
H -3.091 -2.020 6.200
H -3.799 -1.039 4.898
H -2.123 -0.777 5.387
H -3.713 -4.127 4.981
H -3.266 -4.370 3.285
H -4.482 -3.156 3.724
H -0.425 -0.769 3.690
H -0.753 2.576 3.824
H -3.613 4.835 1.609
H -2.023 6.094 -1.050
H -3.502 6.161 -0.083
H -3.599 5.999 -1.844
H -1.440 3.961 -2.350
H -3.091 3.913 -2.981
H -2.407 2.512 -2.139
H -4.989 4.053 0.137
H -4.495 2.571 -0.692
H -5.037 3.974 -1.630
H -4.072 2.578 4.479
H -3.786 3.505 5.967
H -2.511 2.475 5.298
H -4.827 4.806 3.465
H -3.695 6.171 3.396
H -4.365 5.652 4.947
H -0.896 4.429 5.222
H -2.138 5.478 5.924
H -1.348 5.924 4.397
H -3.751 -2.635 1.778
H -3.124 0.276 -1.835
H -4.256 -0.875 -2.563
H -2.542 -1.282 -2.381
H -4.636 0.476 0.160
H -5.264 -0.964 0.973
H -5.767 -0.598 -0.690
H -3.397 -3.462 -1.068
H -4.948 -2.818 -1.610
H -4.721 -3.251 0.083
Br 7.794 2.387 -0.923
C 5.900 2.194 -0.938
C 5.339 0.915 -1.096
C 3.961 0.851 -1.046
N 3.102 1.863 -0.899
C 3.680 3.134 -0.792
C 5.103 3.276 -0.780
C 2.844 4.285 -0.682
C 3.338 5.628 -0.670
C 2.440 6.651 -0.580
Br 3.076 8.449 -0.570
C 1.064 6.425 -0.497
C 0.687 5.088 -0.501
N 1.512 4.061 -0.581
H 5.941 0.028 -1.240
H 3.513 -0.114 -1.149
H 5.549 4.245 -0.632
H 4.390 5.849 -0.744
H 0.344 7.228 -0.430
H -0.371 4.837 -0.427
S 0.246 1.671 -3.311
C 0.961 0.692 -4.555
N 0.136 0.032 -5.500
C 0.357 0.593 -6.834
C 1.868 0.597 -6.983
S 2.457 1.186 -5.356
H -0.829 0.038 -5.198
H -0.013 1.624 -6.902
H -0.134 -0.016 -7.594
H 2.218 1.272 -7.763
H 2.247 -0.409 -7.162
N 1.306 -0.726 -1.049
P 2.014 -2.094 -0.870
N 3.173 -2.328 -2.047
C 2.930 -1.710 -3.371
C 4.189 -1.842 -4.213
C 4.453 -3.320 -4.544
C 4.013 -4.228 -3.379
C 4.100 -3.468 -2.061
N 2.895 -2.468 0.513
C 2.145 -2.564 1.779
C 2.861 -3.505 2.740
C 4.294 -3.028 2.983
C 5.021 -2.818 1.654
C 4.225 -1.890 0.744
N 0.913 -3.353 -0.851
C 1.342 -4.743 -0.713
C 0.291 -5.571 0.017
C -1.130 -5.267 -0.496
C -1.083 -4.458 -1.792
C -0.372 -3.132 -1.552
H 2.643 -0.673 -3.233
H 2.097 -2.200 -3.897
H 5.026 -1.418 -3.651
H 4.080 -1.248 -5.120
H 5.514 -3.471 -4.756
H 3.905 -3.598 -5.448
H 4.634 -5.124 -3.326
H 2.981 -4.559 -3.524
H 5.131 -3.113 -1.935
H 3.895 -4.120 -1.218
H 1.130 -2.900 1.581
H 2.082 -1.578 2.250
H 2.875 -4.515 2.310
H 2.306 -3.551 3.681
H 4.837 -3.740 3.608
H 4.264 -2.076 3.525
H 5.139 -3.783 1.148
H 6.018 -2.403 1.818
H 4.738 -1.746 -0.201
H 4.137 -0.904 1.219
H 2.264 -4.761 -0.140
H 1.556 -5.197 -1.690
H 0.351 -5.355 1.087
H 0.538 -6.628 -0.113
H -1.659 -4.681 0.256
H -1.695 -6.190 -0.639
H -2.090 -4.249 -2.159
H -0.575 -5.032 -2.574
H -1.000 -2.503 -0.921
H -0.230 -2.594 -2.493
*
```

HOMO (spin up / spin down)	-2.11 / -5.17	eV
ΔE to the lowest compared entry with this formula, charge and spin	52.9	kcal/mol
LUMO level (spin up / spin down)	2.12 / 2.12	eV
frontier orbital gap (spin up / spin down)	4.23 / 7.29	eV

---

Molecular formula: C56H84F6MnO42P
Method: DFT, the ωB97M-V functional and the def2-TZVPD basis

```
! wB97M-V def2-TZVPD RIJCOSX def2/J DEFGRID3
* xyz 1 6
Mn -0.068 -1.934 -0.265
P 0.670 0.811 -0.420
F -0.672 -0.023 -0.091
F 0.149 1.656 0.818
F 1.516 -0.046 0.626
F 1.890 1.850 -0.774
F 1.053 -0.298 -1.502
F -0.176 1.710 -1.401
C -4.809 -0.028 2.279
C -3.544 0.345 2.956
C -3.210 -0.486 4.231
O -2.197 -1.316 3.762
C -1.764 -0.856 2.603
O -0.737 -1.312 2.109
O -2.513 0.056 2.115
H -4.998 0.767 1.558
H -5.761 0.325 2.678
H -4.916 -1.019 1.838
H -3.504 1.404 3.212
H -4.030 -1.175 4.436
H -2.828 -0.033 5.146
C 4.821 4.851 2.961
C 4.734 4.605 1.489
C 5.367 5.699 0.485
O 5.791 4.790 -0.441
C 5.796 3.552 0.010
O 6.260 2.636 -0.624
O 5.597 3.448 1.250
H 4.312 5.799 3.133
H 5.847 4.949 3.315
H 4.239 4.082 3.469
H 3.682 4.348 1.366
H 6.078 6.309 1.044
H 4.750 6.491 0.061
C 5.672 -1.770 -0.423
C 6.275 -1.007 0.733
C 5.236 -0.350 1.509
O 5.219 -1.126 2.711
C 6.357 -1.858 2.814
O 6.752 -2.470 3.758
O 7.016 -1.875 1.573
H 6.379 -2.317 -1.046
H 5.255 -0.985 -1.053
H 4.999 -2.599 -0.204
H 6.904 -0.216 0.324
H 4.321 -0.437 0.923
H 5.587 0.628 1.840
C -4.917 -2.927 -4.512
C -4.913 -1.417 -4.601
C -5.997 -0.613 -3.944
O -5.220 0.531 -3.505
C -3.953 0.261 -3.396
O -3.131 0.898 -2.810
O -3.752 -0.870 -3.905
H -4.671 -3.292 -3.515
H -4.307 -3.374 -5.298
H -5.947 -3.169 -4.774
H -4.865 -1.057 -5.628
H -6.304 -1.032 -2.986
H -6.750 -0.219 -4.627
C -0.950 6.104 7.624
C -1.922 5.289 6.722
C -1.816 5.772 5.273
O -1.445 4.521 4.598
C -1.386 3.509 5.510
O -1.010 2.333 5.217
O -1.581 3.935 6.708
H -0.870 5.566 8.569
H -1.253 7.072 8.023
H 0.076 6.212 7.273
H -2.977 5.446 6.947
H -1.041 6.498 5.030
H -2.700 6.252 4.853
C -2.930 -7.952 0.127
C -1.850 -7.137 0.802
C -0.397 -7.138 0.311
O -0.010 -5.798 0.522
C -1.163 -4.941 0.794
O -1.034 -3.731 0.772
O -2.230 -5.767 0.845
H -2.838 -7.669 -0.922
H -3.936 -7.603 0.358
H -2.824 -9.033 0.217
H -1.847 -7.491 1.833
H -0.287 -7.464 -0.723
H 0.120 -7.916 0.873
C 2.211 -5.683 -4.353
C 3.060 -4.781 -3.441
C 3.417 -3.480 -4.040
O 3.044 -2.537 -3.091
C 2.369 -3.166 -2.079
O 1.767 -2.665 -1.134
O 2.451 -4.486 -2.229
H 2.423 -6.748 -4.256
H 2.321 -5.430 -5.408
H 1.182 -5.376 -4.169
H 3.972 -5.169 -2.987
H 3.018 -3.182 -5.010
H 4.491 -3.384 -4.200
C 0.471 -5.143 5.534
C 1.004 -3.792 4.915
C 2.496 -3.567 5.093
O 2.872 -3.054 3.836
C 1.797 -3.091 2.944
O 1.767 -2.619 1.829
O 0.834 -3.764 3.518
H 0.827 -5.187 6.563
H 0.830 -5.931 4.872
H -0.605 -5.092 5.372
H 0.420 -2.974 5.338
H 2.999 -4.485 5.396
H 2.807 -2.733 5.722
C -5.735 -4.042 2.130
C -5.195 -4.018 0.704
C -6.035 -3.231 -0.406
O -5.067 -2.487 -1.042
C -3.877 -2.511 -0.479
O -2.882 -1.791 -0.831
O -3.928 -3.306 0.603
H -5.423 -4.793 2.856
H -6.747 -4.384 1.914
H -5.897 -3.100 2.655
H -5.006 -5.014 0.303
H -6.644 -2.424 0.001
H -6.613 -3.998 -0.921
C 1.954 3.227 -4.100
C 3.355 2.647 -4.477
C 4.318 2.220 -3.338
O 4.602 0.901 -3.518
C 4.152 0.573 -4.812
O 4.501 -0.365 -5.505
O 3.234 1.429 -5.189
H 1.565 2.873 -3.145
H 1.228 3.116 -4.905
H 2.012 4.276 -3.808
H 3.943 3.303 -5.119
H 4.010 2.420 -2.312
H 5.267 2.730 -3.501
C -3.541 6.879 -6.455
C -3.252 5.929 -5.208
C -2.454 4.589 -5.590
O -1.330 4.684 -4.845
C -1.245 5.869 -4.298
O -0.146 6.283 -3.918
O -2.239 6.647 -4.491
H -4.230 6.457 -7.187
H -2.612 7.116 -6.973
H -3.989 7.810 -6.107
H -4.025 5.788 -4.453
H -2.223 4.437 -6.645
H -3.065 3.727 -5.323
C 0.886 -1.326 -6.042
C -0.474 -1.999 -5.647
C -0.451 -3.497 -5.740
O -0.764 -3.857 -4.385
C -0.791 -2.736 -3.577
O -0.823 -2.753 -2.321
O -0.654 -1.708 -4.273
H 0.842 -0.365 -6.555
H 1.647 -1.888 -6.583
H 1.364 -0.928 -5.147
H -1.323 -1.579 -6.187
H 0.559 -3.854 -5.942
H -1.096 -4.073 -6.404
C -0.795 4.863 -0.636
C -2.116 4.215 -0.358
C -2.237 3.350 0.885
O -3.349 3.843 1.546
C -3.965 4.815 0.721
O -4.997 5.513 1.002
O -3.137 5.131 -0.307
H -0.336 5.547 0.078
H -1.014 5.324 -1.599
H 0.049 4.187 -0.769
H -2.240 3.529 -1.196
H -1.363 3.690 1.441
H -2.205 2.271 0.732
C 3.017 1.258 3.628
C 3.255 0.726 5.134
C 2.966 1.773 6.181
O 2.118 1.207 7.088
C 1.757 -0.056 6.632
O 1.018 -0.778 7.278
O 2.127 -0.169 5.331
H 3.738 2.054 3.440
H 2.096 1.841 3.640
H 3.138 0.518 2.837
H 4.152 0.136 5.324
H 2.564 2.654 5.680
H 3.881 2.009 6.724
*
```

HOMO	-11.56	eV
LUMO level	-1.84	eV
frontier orbital gap	9.71	eV

---

Summary of largest force on an atom in eV/A
2.141 7.052
(order as listed above)
Summary of calculated total energy in eV
-333424.7636 -202341.2812
(order as listed above)